(1)
One molecule with the formula C9H12N2O2. Source: the OMol25 dataset; level of theory: the ωB97M-V functional and the def2-TZVPD basis.

Results
- E_HOMO: -0.3058 hartree
- Relative energy (zero: lowest compared OMol25 entry of this formula, charge and spin): 690.0 kJ/mol
- SMILES string: COc1cccc(CN(C)N=O)c1
- Molecular weight: 180.21 g/mol

```
! wB97M-V def2-TZVPD RIJCOSX def2/J DEFGRID3
* xyz 0 1
C 3.0531 1.1563 -2.8411
O 1.5700 1.4293 -2.5091
C 1.1485 0.7031 -1.5269
C 1.9383 -0.3114 -1.0349
C 1.5537 -1.2649 -0.0134
C 0.1622 -1.2939 0.1473
C -0.6433 -0.2430 -0.4017
C -2.0405 -0.2755 0.2894
N -1.6463 0.1361 1.7427
C -1.3357 1.4049 2.2219
N -1.7734 -0.8349 2.6963
O -1.9549 -1.9869 2.2510
C -0.1954 0.8959 -1.1703
H 3.6813 1.5633 -1.9371
H 3.1280 -0.0984 -2.9805
H 3.0978 1.6075 -3.9887
H 3.0639 -0.4265 -1.3915
H 2.3295 -2.0242 0.2608
H -0.2538 -2.1801 0.7818
H -2.6990 -1.1038 0.3176
H -2.8724 0.4164 0.0038
H -0.3914 1.7737 1.4374
H -2.3541 2.1494 2.3758
H -0.8879 1.1015 3.3257
H -0.6705 1.9455 -1.2353
*
```

(2)
C9H12N2O5Pm as an isolated structure. Source: the OMol25 dataset; level of theory: the ωB97M-V functional and the def2-TZVPD basis.

Results
- E_HOMO (alpha / beta): -0.7014 / -0.7019 hartree
- <S²>: 6.01
- Relative energy (zero: lowest compared OMol25 entry of this formula, charge and spin): 0.0 kJ/mol
- Molecular weight: 373.20 g/mol

```
! wB97M-V def2-TZVPD RIJCOSX def2/J DEFGRID3
* xyz 3 5
Pm 0.0733 0.3000 0.4549
O 1.8254 -2.0792 -2.0355
C 1.3608 -1.3375 -1.2902
C -1.9133 -0.9718 1.0677
O -2.8679 -1.5787 1.3002
C -0.8649 2.1032 -0.9297
O -1.3405 2.9443 -1.5623
C -1.2267 -0.8336 -1.4168
O -1.8763 -1.4072 -2.1806
C 2.7545 1.9603 0.9445
N 3.1000 1.5700 2.3148
C 4.2855 2.1853 2.9091
C 2.3394 0.6012 2.8698
O 1.3258 0.1998 2.1611
N 2.4952 -0.0142 4.0413
C 3.4688 0.2529 5.0980
C 1.5751 -1.1111 4.3137
H 3.4519 2.7346 0.6253
H 1.7388 2.3941 0.8922
H 2.8522 1.1109 0.2472
H 4.0334 2.7246 3.8326
H 5.0753 1.4438 3.0970
H 4.6633 2.9088 2.1821
H 2.9618 0.6441 5.9914
H 3.9554 -0.6902 5.3740
H 4.2298 0.9641 4.7862
H 0.5350 -0.7867 4.2384
H 1.7273 -1.9321 3.6066
H 1.7763 -1.4672 5.3232
*
```